No. 1
Below is 5 unconnected molecules or ions with the total composition C10H30O5, with properties calculated with the ωB97M-V functional and the def2-TZVPD basis.

Geometry as XYZ:
```
45
Properties=species:S:1:pos:R:3:lowdin_charge:R:1
C 0.5394 -2.2148 -2.7828 -0.0801
C 1.9996 -2.7352 -2.8599 -0.3412
O 2.0297 -4.0055 -2.2928 -0.0696
H 0.3929 -1.2688 -3.3041 0.0545
H 0.2071 -2.2273 -1.7448 0.0634
H -0.0569 -3.0011 -3.2458 0.0729
H 2.8027 -2.1375 -2.4287 0.1078
H 2.1482 -2.8315 -3.9354 0.1046
H 2.3921 -4.5513 -2.9945 0.0852
C 1.0516 0.4939 -0.3770 -0.0710
C 0.5571 1.4631 0.7265 -0.2973
O -0.4862 0.8936 1.4510 -0.0944
H 2.0949 0.6556 -0.6481 0.0681
H 0.4551 0.4361 -1.2875 0.0567
H 0.9483 -0.4846 0.0920 0.0775
H 0.3415 2.4440 0.3029 0.1163
H 1.4319 1.6166 1.3584 0.1169
H -1.2992 1.0442 0.9632 0.1091
C 2.4085 1.1843 -3.7754 -0.1032
C 1.4209 2.0711 -4.3755 -0.3418
O 1.8117 3.4408 -4.5274 -0.0669
H 2.4403 1.3772 -2.7031 0.0551
H 3.4260 1.3226 -4.1413 0.0906
H 2.1931 0.1262 -3.9241 0.0658
H 0.4592 2.0132 -3.8657 0.1149
H 1.3883 1.6582 -5.3838 0.1087
H 0.9939 3.9391 -4.5948 0.0761
C -2.8764 -1.3930 2.3558 -0.0689
C -4.0190 -0.3679 2.3047 -0.3334
O -5.2363 -1.0577 2.2253 -0.0751
H -3.2553 -2.2131 2.9657 0.0800
H -1.9760 -1.0259 2.8485 0.0456
H -2.5904 -1.6774 1.3432 0.0736
H -3.9295 0.2501 1.4113 0.1035
H -4.0276 0.2046 3.2322 0.1082
H -5.7594 -0.5890 1.5709 0.0802
C -0.3972 1.5818 4.7246 -0.0744
C 0.2346 0.1487 4.6280 -0.3418
O 0.9651 0.0641 3.4946 -0.0736
H -1.0169 1.8821 3.8797 0.0503
H 0.2319 2.4577 4.8831 0.0683
H -1.1004 1.3817 5.5330 0.0621
H -0.5692 -0.5875 4.6360 0.0909
H 0.7875 -0.0583 5.5443 0.1110
H 0.4431 0.2772 2.7176 0.0148
```

Results
**2S+1**: 1
**HOMO level**: -0.347 hartree
**Frontier orbital gap**: 0.35872 Eh
**Structure (SMILES)**: CCO.CCO.CCO.CCO.CCO

No. 2
Below is a molecular structure, C3H4BiO, with properties calculated with the ωB97M-V functional and the def2-TZVPD basis.

Geometry as XYZ:
```
9
Properties=species:S:1:pos:R:3:lowdin_charge:R:1
C -0.8845 -1.0756 0.6807 0.3899
C 0.3650 -0.5965 0.5319 0.1672
C 0.5908 0.3224 -0.5483 -0.0464
O 0.1813 1.4925 -0.5427 -0.3553
Bi 0.0920 3.1417 -1.5838 2.0998
H -1.1776 -1.6251 1.5756 0.1692
H -1.6581 -0.8916 -0.0684 0.1594
H 1.1592 -0.7624 1.2607 0.2054
H 1.3318 -0.0054 -1.3059 0.2109
```

Results
**2S+1**: 1
**HOMO level (alpha / beta)**: -0.999 / -0.861 hartree
**Frontier orbital gap (alpha / beta)**: 0.37934 / 0.17091 Eh
**Charge**: +3

No. 3
Below is 9 unconnected molecules or ions with the total composition C18H54O9, with properties calculated with the ωB97M-V functional and the def2-TZVPD basis.

Geometry as XYZ:
```
81
Properties=species:S:1:pos:R:3:lowdin_charge:R:1
C -17.5937 -13.5447 0.9473 -0.0900
C -18.1269 -14.8986 0.5081 -0.3996
O -18.8844 -14.7704 -0.6552 -0.2509
H -17.2073 -13.6800 1.9575 0.0655
H -18.3722 -12.7833 0.8997 0.0702
H -16.6797 -13.3282 0.3944 0.0712
H -18.7152 -15.3507 1.3066 0.0780
H -17.3495 -15.6454 0.3465 0.0909
H -19.4343 -15.5458 -0.7894 -0.0040
C -17.4780 -14.2849 -7.0131 -0.0640
C -15.9547 -13.8955 -7.1184 -0.3286
O -15.3749 -14.5378 -8.2024 -0.0685
H -17.6018 -15.3668 -7.0598 0.0678
H -17.9742 -13.9541 -7.9255 0.0662
H -17.9259 -13.8560 -6.1166 0.0395
H -15.4949 -14.1777 -6.1714 0.1056
H -15.9588 -12.8106 -7.2236 0.0952
H -14.6616 -14.0169 -8.5785 0.0825
C -14.6324 -10.6026 -4.0263 -0.0721
C -15.7615 -10.1693 -3.0842 -0.2998
O -15.8742 -11.1171 -2.0410 -0.1114
H -14.3882 -9.8666 -4.7922 0.0630
H -14.9611 -11.5123 -4.5288 0.0631
H -13.7740 -10.8233 -3.3918 0.0737
H -16.7238 -10.2218 -3.5934 0.0917
H -15.6055 -9.2068 -2.5971 0.1144
H -16.5920 -11.7175 -2.2552 0.0283
C -21.4799 -16.9711 -4.7568 -0.1192
C -22.4838 -15.8497 -4.6199 -0.3930
O -22.8664 -15.3487 -5.8719 -0.0905
H -21.9231 -17.7564 -5.3692 0.0694
H -21.1619 -17.3352 -3.7799 0.0504
H -20.5641 -16.6550 -5.2563 0.0547
H -22.0491 -15.0436 -4.0289 0.0744
H -23.3604 -16.2123 -4.0831 0.0961
H -23.5262 -14.6588 -5.7702 0.0727
C -19.4408 -13.9206 -3.9730 -0.0808
C -18.8260 -12.5680 -3.5169 -0.2489
O -17.8595 -12.8663 -2.5058 -0.1119
H -18.6956 -14.6143 -4.3622 0.0557
H -20.1833 -13.7597 -4.7546 0.0689
H -19.9410 -14.4448 -3.1586 0.0531
H -19.5623 -11.8974 -3.0739 0.0904
H -18.3775 -12.0066 -4.3365 0.0875
H -18.2315 -13.4568 -1.8467 0.0386
C -19.3855 -9.0451 -7.4758 -0.0822
C -18.7321 -10.2464 -6.7786 -0.3113
O -17.7081 -9.8092 -5.8792 -0.0918
H -19.9339 -8.5016 -6.7063 0.0734
H -20.0772 -9.2582 -8.2908 0.0680
H -18.6359 -8.3879 -7.9165 0.0665
H -18.2798 -10.9583 -7.4691 0.0985
H -19.4572 -10.8750 -6.2617 0.1038
H -16.9356 -9.7009 -6.4388 0.0782
C -17.1841 -17.8958 -4.2419 -0.0825
C -17.3742 -17.7699 -2.7299 -0.3520
O -16.1381 -17.7874 -2.0235 -0.1245
H -16.2932 -17.3768 -4.5958 0.0666
H -17.9842 -17.4351 -4.8213 0.0509
H -17.0477 -18.9592 -4.4383 0.0659
H -17.9556 -18.5868 -2.3024 0.0804
H -17.8461 -16.8309 -2.4405 0.0804
H -16.2650 -17.7810 -1.0720 0.0565
C -19.1912 -9.2196 0.8986 -0.0734
C -18.3896 -9.2762 -0.4689 -0.2821
O -17.0237 -9.5418 -0.1154 -0.0987
H -18.7246 -8.4881 1.5583 0.0646
H -19.2406 -10.1835 1.4053 0.0559
H -20.2324 -8.9930 0.6689 0.0439
H -18.5181 -8.3226 -0.9812 0.0955
H -18.8011 -10.0117 -1.1602 0.0891
H -16.5615 -10.0827 -0.7599 0.0116
C -22.0946 -11.6737 -1.3923 -0.1064
C -22.1268 -10.1968 -1.7789 -0.3537
O -23.2158 -9.8643 -2.5723 -0.0845
H -22.1801 -12.3406 -2.2502 0.0589
H -22.9190 -12.0389 -0.7798 0.0552
H -21.1548 -11.9983 -0.9456 0.0585
H -21.2575 -10.0142 -2.4106 0.0981
H -22.0620 -9.4563 -0.9817 0.0979
H -24.0220 -10.0168 -2.0740 0.0791
```

Results
**2S+1**: 2
**HOMO level (alpha / beta)**: 0.016 / -0.265 hartree
**Frontier orbital gap (alpha / beta)**: 0.06229 / 0.34231 Eh
**Charge**: -1

No. 4
Below is a molecular structure, C31H48GaN3O7PSi, with properties calculated with the ωB97M-V functional and the def2-TZVPD basis.

Geometry as XYZ:
```
92
Properties=species:S:1:pos:R:3:lowdin_charge:R:1
C -4.2202 -2.3490 0.2682 -0.1073
C -4.5080 -0.8821 0.6019 -0.2593
C -3.2925 0.0421 0.5135 -0.2353
C -2.8293 0.3733 -0.8992 -0.2029
C -2.0385 -0.7004 -1.6628 -0.2988
C -0.5382 -0.3924 -1.8000 -0.2821
Ga 0.5079 -1.2047 -0.2250 0.2805
C 2.0431 -0.0132 0.4168 -0.2652
C 1.9793 0.1069 1.9141 -0.3834
O 2.2773 1.4357 2.3959 -0.2371
Si 1.0323 2.2469 3.1222 0.4213
C 1.8401 3.7762 3.8948 -0.1637
C 0.2097 1.2767 4.5159 -0.1487
C -0.2693 2.8940 1.9197 -0.1440
P 1.1925 -3.4214 -0.6706 0.6468
C -0.1252 -4.2426 -1.7073 -0.4046
C 0.8767 -4.2726 0.9589 -0.4247
H -4.8645 -3.0311 0.8079 0.0585
H -3.1806 -2.5551 0.4905 0.0583
H -4.3316 -2.5064 -0.8005 0.0596
H -5.3089 -0.4660 -0.0074 0.0969
H -4.8483 -0.8520 1.6352 0.0920
H -2.5001 -0.3647 1.1325 0.0655
H -3.5895 0.9843 0.9759 0.0995
H -2.1924 1.2511 -0.8391 0.0827
H -3.7117 0.6612 -1.4650 0.0979
H -2.1563 -1.6909 -1.2429 0.0534
H -2.4664 -0.7554 -2.6674 0.0588
H -0.1790 -0.8943 -2.6962 0.0209
H -0.3446 0.6729 -1.9083 0.0328
H -0.5249 -1.3003 1.0336 -0.0203
H 1.8310 0.9749 0.0200 0.0408
H 3.0274 -0.3470 0.1120 0.0355
H 1.0347 -0.2660 2.3089 0.0430
H 2.7558 -0.5388 2.3267 0.0926
H 2.8487 3.5341 4.2122 0.0148
H 1.8743 4.5944 3.1825 0.0170
H 1.2933 4.1012 4.7763 0.0180
H -0.8670 1.2290 4.4199 0.0254
H 0.4064 1.7886 5.4537 0.0160
H 0.6234 0.2781 4.6025 0.0230
H -1.1024 3.2381 2.5290 0.0315
H -0.6349 2.1676 1.1985 0.0259
H 0.0967 3.7587 1.3740 0.0136
H -0.1712 -5.2735 -1.3673 0.0038
H 0.1501 -4.2429 -2.7489 -0.0043
H -1.1101 -3.8156 -1.5407 0.0009
H -0.1093 -3.9822 1.3170 -0.0012
H 1.5988 -3.9552 1.7004 0.0051
H 0.8681 -5.3499 0.8368 0.0047
C 6.8482 0.1653 5.0202 -0.0743
C 5.5221 0.0416 4.6305 -0.0514
C 4.8994 -1.1950 4.6743 0.0068
C 5.6160 -2.2915 5.1161 -0.1447
C 6.9394 -2.1873 5.5044 -0.0128
C 7.5564 -0.9484 5.4532 -0.0763
N 4.9547 -3.6047 5.1886 -0.3500
O 3.7967 -3.6747 4.8314 0.0884
O 5.6108 -4.5419 5.6138 0.0613
H 7.3318 1.1329 4.9861 0.1040
H 4.9681 0.9057 4.2887 0.1091
H 3.8668 -1.2864 4.3698 0.1128
H 7.4835 -3.0562 5.8423 0.1147
H 8.5908 -0.8513 5.7538 0.1024
C -0.0849 5.6676 -3.7219 -0.0772
C -1.1875 5.0224 -4.2645 -0.0652
C -2.1799 4.5269 -3.4339 0.0049
C -2.0389 4.6825 -2.0577 -0.1382
C -0.9375 5.3073 -1.5038 -0.0060
C 0.0411 5.8055 -2.3467 -0.0695
N -3.0826 4.1489 -1.1639 -0.3371
O -4.0411 3.6096 -1.6841 0.0711
O -2.9020 4.2477 0.0469 0.0592
H 0.6863 6.0559 -4.3744 0.1031
H -1.2735 4.8990 -5.3350 0.1069
H -3.0325 4.0115 -3.8494 0.1171
H -0.8409 5.4041 -0.4327 0.1105
H 0.9082 6.2977 -1.9283 0.1054
C -2.8908 -3.9486 -5.5345 -0.0741
C -3.6628 -2.9634 -4.9353 -0.0613
C -3.2447 -1.6431 -4.9587 -0.0181
C -2.0536 -1.3316 -5.5880 -0.1499
C -1.2671 -2.2992 -6.1832 -0.0024
C -1.6935 -3.6173 -6.1548 -0.0695
N -1.6105 0.0714 -5.6188 -0.3418
O -2.3201 0.8925 -5.0712 0.0702
O -0.5580 0.3225 -6.1804 0.0684
H -3.2206 -4.9790 -5.5139 0.1038
H -4.5904 -3.2232 -4.4447 0.1072
H -3.8355 -0.8737 -4.4861 0.1162
H -0.3352 -2.0349 -6.6594 0.1177
H -1.0887 -4.3870 -6.6140 0.1046
```

Results
**2S+1**: 1
**HOMO level**: -0.131 hartree
**Frontier orbital gap**: 0.18261 Eh
**Charge**: -1

No. 5
Below is C5H8O2 in the gas phase, with properties calculated with the ωB97M-V functional and the def2-TZVPD basis.

Geometry as XYZ:
```
15
Properties=species:S:1:pos:R:3:lowdin_charge:R:1
C -1.3298 1.3535 -0.3461 -0.0525
C -0.3038 0.5771 0.4544 -0.2635
C -0.4659 -0.8960 0.7232 0.0284
O 0.3930 -2.0322 -0.2854 -0.0496
C 0.9624 -1.2206 0.6524 -0.2816
C 1.1022 0.1696 -0.0949 -0.2798
O 1.0877 -0.0076 -1.4705 -0.0178
H -2.3306 1.2495 0.0989 0.0805
H -1.3574 0.9601 -1.3636 0.0799
H -1.0989 2.4257 -0.3879 0.0810
H -0.1000 1.0840 1.4202 0.1591
H -1.3579 -1.4911 0.7732 0.1342
H 1.6510 -1.5845 1.4118 0.1482
H 1.9406 0.7759 0.2328 0.1424
H 0.8540 -0.9595 -1.5709 0.0911
```

Results
**2S+1**: 1
**HOMO level**: -0.358 hartree
**Frontier orbital gap**: 0.38777 Eh
**Structure (SMILES)**: C[C@@H]1[C@H](O)[C@@H]2O[C@H]12

No. 6
Below is 3 unconnected molecules or ions with the total composition C23H41NO7, with properties calculated with the ωB97M-V functional and the def2-TZVPD basis.

Geometry as XYZ:
```
72
Properties=species:S:1:pos:R:3:lowdin_charge:R:1
C 1.6697 1.9708 2.3461 -0.1163
C 2.4541 2.0156 1.0331 -0.2479
C 3.2745 0.7474 0.7223 -0.1990
C 2.6771 -0.5904 1.1535 -0.1916
C 1.5431 -1.2177 0.3005 -0.1889
C 1.5165 -0.9010 -1.1964 -0.1882
C 0.8172 0.4036 -1.6384 -0.1954
C -0.3904 0.8034 -0.7958 -0.2362
C -1.3620 1.7310 -1.5154 -0.1949
C -2.5820 2.1801 -0.6849 -0.1896
C -2.3144 2.4967 0.7938 -0.1528
C -2.3604 1.3164 1.7451 -0.3693
C -2.2566 1.6208 3.2445 -0.1371
C -2.4514 0.2020 3.7861 -0.0872
C -3.4389 -0.4049 2.7919 -0.4273
O -4.0421 -1.4457 2.9247 0.0840
N -3.5704 0.4590 1.6410 0.0944
H 2.3168 1.6950 3.1833 0.0802
H 0.8396 1.2608 2.2979 0.0490
H 1.2474 2.9580 2.5574 0.0710
H 3.1528 2.8573 1.1011 0.1030
H 1.7695 2.2674 0.2203 0.0776
H 4.2315 0.8576 1.2454 0.1128
H 3.5225 0.7338 -0.3401 0.0787
H 3.4994 -1.3130 1.1691 0.1087
H 2.3257 -0.5229 2.1858 0.0934
H 0.5785 -1.0025 0.7700 0.0850
H 1.6650 -2.3021 0.3865 0.1057
H 1.0428 -1.7376 -1.7199 0.1100
H 2.5430 -0.8666 -1.5715 0.0867
H 0.4714 0.2651 -2.6697 0.1107
H 1.5566 1.2094 -1.6871 0.0951
H -0.9352 -0.1102 -0.5217 0.1218
H -0.0521 1.2399 0.1478 0.0711
H -1.7364 1.1777 -2.3838 0.1121
H -0.8463 2.6151 -1.9038 0.1136
H -2.9631 3.0996 -1.1389 0.1039
H -3.3831 1.4424 -0.7541 0.1026
H -1.3308 2.9661 0.9180 0.1181
H -3.0459 3.2346 1.1468 0.1166
H -1.5329 0.6231 1.5576 0.1163
H -3.0989 2.2545 3.5411 0.1204
H -1.3140 2.1023 3.5069 0.1079
H -2.8007 0.0904 4.8110 0.1208
H -1.5045 -0.3431 3.7007 0.1252
H -4.3884 1.0278 1.8765 0.1396
C 4.8262 3.1984 -5.1159 -0.0211
C 4.9991 2.6565 -3.7212 -0.3274
C 6.4251 2.4258 -3.2664 -0.0897
O 6.2745 1.3512 -2.3296 0.0661
C 5.1689 0.6518 -2.6757 -0.5678
O 4.8543 -0.3934 -2.2105 0.1589
O 4.4650 1.3215 -3.6175 0.0819
H 5.1151 4.2486 -5.1491 0.0907
H 5.4365 2.6422 -5.8283 0.0899
H 3.7862 3.1152 -5.4280 0.0896
H 4.4649 3.2773 -2.9958 0.1578
H 6.8805 3.2822 -2.7769 0.1385
H 7.0625 2.0856 -4.0859 0.1383
C -5.1162 -3.7029 0.5362 -0.0229
C -5.1701 -5.1627 0.8957 -0.3251
C -4.0436 -5.6670 1.7714 -0.0911
O -3.9518 -7.0458 1.3865 0.0593
C -4.4085 -7.1534 0.1152 -0.5708
O -4.3030 -8.1224 -0.5611 0.1640
O -4.9994 -5.9984 -0.2688 0.0810
H -5.3649 -3.0906 1.4019 0.0736
H -4.1195 -3.4216 0.1944 0.0904
H -5.8202 -3.4812 -0.2653 0.0883
H -6.1376 -5.4179 1.3380 0.1574
H -4.2410 -5.5909 2.8370 0.1382
H -3.0971 -5.1752 1.5356 0.1378
```

Results
**2S+1**: 1
**HOMO level**: -0.370 hartree
**Frontier orbital gap**: 0.38820 Eh
**Structure (SMILES)**: CCCCCCCCCCC[C@H]1CCC(=O)N1.C[C@@H]1COC(=O)O1.C[C@@H]1COC(=O)O1

No. 7
Below is C3H4N4O in the gas phase, with properties calculated with the ωB97M-V functional and the def2-TZVPD basis.

Geometry as XYZ:
```
12
Properties=species:S:1:pos:R:3:lowdin_charge:R:1
C -0.6874 -0.7504 1.4851 -0.0315
C 0.6344 0.1499 -0.3226 -0.3382
C -0.6696 0.0894 0.1637 -0.2487
H -1.4186 -1.4990 1.6567 0.0957
H -0.6556 -0.0711 2.3503 0.1141
H 0.3511 -2.3505 0.7835 0.0870
H 2.3793 -0.6962 0.6135 0.1812
N 0.6339 -1.5095 1.2259 -0.0642
N 1.3817 -0.8905 0.2181 -0.0098
N 0.6812 0.8922 -1.3817 0.1744
N -1.4614 0.8917 -0.4318 0.1485
O -0.6211 1.4995 -1.3468 -0.1086
```

Results
**2S+1**: 1
**HOMO level**: -0.345 hartree
**Frontier orbital gap**: 0.36840 Eh
**Structure (SMILES)**: C1NNc2nonc21

No. 8
Below is CH2FP in the gas phase, with properties calculated with the ωB97M-V functional and the def2-TZVPD basis.

Geometry as XYZ:
```
5
Properties=species:S:1:pos:R:3:lowdin_charge:R:1
C 0.2443 -0.3278 0.0721 -0.4199
F 1.8239 -0.3797 0.0154 -0.2598
P -0.2895 1.2560 -0.0337 0.8156
H -0.1479 -1.2642 0.0471 -0.0087
H -1.6309 0.7156 -0.1009 -0.1271
```

Results
**2S+1**: 1
**HOMO level**: -0.375 hartree
**Frontier orbital gap**: 0.36392 Eh
**Structure (SMILES)**: [H]/P=C/F

- Which value of 2S+1 does entry 1 give?
  1

- Among the records above, which one has the highest 2S+1?
  C18H54O9

- Number 3 is which compound?
  C18H54O9

- Among the records above, which one has the highest 2S+1?
  C18H54O9